Entry 1:
{
  "formula": "C18H34AlBeCl4F4IKLiNO3",
  "method": "ωB97M-V/def2-TZVPD",
  "homo_energy_ev": [-13.2, -13.2],
  "s2": 0.752,
  "largest_force_ha_per_bohr": 0.08049,
  "total_charge": 2,
  "e_tot_ev": -119425.6241,
  "spin_multiplicity": 2,
  "orbital_gap_ev": [5.62, 4.10],
  "elements": ["C", "C", "C", "C", "C", "O", "I", "C", "C", "C", "C", "N", "O", "C", "C", "C", "C", "H", "H", "H", "H", "H", "H", "H", "H", "H", "H", "H", "H", "H", "H", "H", "H", "H", "H", "H", "H", "H", "H", "H", "C", "C", "O", "C", "C", "H", "H", "H", "H", "H", "H", "H", "H", "H", "H", "F", "Al", "F", "F", "F", "K", "Cl", "C", "Cl", "Cl", "Cl", "H", "Li", "Be"],
  "coordinates": [[2.413, 0.278, 1.720], [1.315, -0.639, 1.185], [0.104, 0.072, 0.525], [0.638, 0.624, -0.831], [-0.410, 1.352, -1.631], [-1.232, 0.826, -2.326], [-0.423, 3.513, -1.510], [-0.926, -1.018, 0.140], [-2.051, -1.349, 1.150], [-3.269, -1.848, 0.346], [-1.680, -2.512, 2.094], [-2.522, -0.106, 1.851], [-3.406, 0.488, 1.294], [-1.483, 0.756, 2.491], [-2.186, 2.050, 2.956], [-0.852, 0.151, 3.753], [-0.464, 1.191, 1.405], [3.239, -0.339, 2.062], [2.801, 0.976, 0.985], [2.063, 0.832, 2.586], [1.758, -1.269, 0.412], [1.002, -1.309, 1.978], [1.455, 1.315, -0.646], [1.066, -0.198, -1.402], [-0.374, -1.946, 0.013], [-1.402, -0.820, -0.813], [-3.089, -2.860, -0.009], [-4.166, -1.898, 0.963], [-3.441, -1.207, -0.534], [-2.288, -2.494, 2.987], [-0.630, -2.501, 2.364], [-1.880, -3.441, 1.576], [-3.079, 1.816, 3.531], [-2.444, 2.700, 2.124], [-1.489, 2.590, 3.585], [-0.090, -0.593, 3.547], [-1.626, -0.288, 4.378], [-0.402, 0.962, 4.312], [-0.982, 1.953, 0.830], [0.309, 1.711, 1.960], [5.974, -1.073, -4.412], [4.898, -0.977, -3.343], [4.903, 0.251, -2.634], [4.685, 1.424, -3.404], [3.349, 1.453, -4.126], [6.962, -0.911, -3.973], [5.957, -2.057, -4.879], [5.833, -0.331, -5.194], [5.067, -1.753, -2.598], [3.911, -1.166, -3.777], [5.521, 1.578, -4.109], [4.732, 2.254, -2.701], [3.260, 0.658, -4.868], [3.223, 2.404, -4.643], [2.533, 1.332, -3.414], [-5.154, -3.166, 5.179], [-5.278, -1.873, 4.127], [-5.047, -2.420, 2.509], [-4.009, -0.750, 4.409], [-6.751, -1.077, 4.225], [7.687, 0.378, -5.606], [6.634, -2.873, -7.398], [-6.401, 2.416, 0.757], [-6.702, 1.977, -0.935], [-7.469, 3.712, 1.264], [-6.567, 0.995, 1.774], [-5.381, 2.770, 0.831], [-3.975, -1.395, -2.340], [7.726, 0.703, -2.122]],
  "atomic_forces_ev_per_a": [[-0.23, -0.31, 0.26], [0.37, 0.42, -0.28], [0.34, -0.52, -0.24], [0.29, 0.71, 0.47], [-0.46, 0.00, -0.67], [0.22, 0.00, 0.34], [0.13, -0.28, -0.02], [0.12, 0.52, 0.73], [-1.39, -2.27, -0.24], [-0.02, -0.20, -0.20], [0.20, 0.64, 0.29], [1.26, 1.96, -3.42], [0.17, -0.99, 1.49], [-0.19, 1.39, 2.39], [-0.12, -0.23, -0.23], [-0.21, -0.66, -0.38], [-0.77, -0.80, -0.31], [0.15, 0.01, 0.01], [0.00, 0.08, -0.10], [0.08, 0.16, 0.10], [-0.04, -0.20, -0.04], [-0.14, -0.03, 0.06], [0.05, 0.11, 0.11], [-0.31, -0.16, -0.24], [-0.02, -0.18, -0.03], [0.02, 0.36, -0.04], [0.25, -0.09, 0.00], [-0.17, 0.05, 0.07], [-0.06, 0.41, 0.21], [-0.20, -0.04, 0.25], [0.05, 0.05, 0.13], [0.01, -0.12, -0.04], [-0.03, -0.01, 0.11], [-0.17, -0.02, -0.05], [0.05, 0.09, 0.11], [0.03, -0.09, 0.03], [-0.11, -0.04, 0.08], [0.16, 0.06, 0.02], [-0.01, -0.03, -0.28], [0.19, 0.04, 0.00], [-0.63, -0.43, 0.37], [-0.08, -0.06, 0.01], [0.12, 0.03, 0.06], [-0.19, 0.03, -0.06], [0.09, -0.16, -0.09], [-0.35, -0.41, 0.45], [-0.06, 0.01, 0.02], [-1.20, -0.53, 0.25], [0.02, 0.07, 0.07], [0.04, 0.00, -0.08], [-0.12, 0.02, 0.01], [0.10, -0.06, 0.08], [0.01, 0.04, -0.04], [-0.01, 0.02, 0.03], [0.01, 0.05, 0.03], [0.18, 0.12, -0.21], [-0.49, -0.10, 0.45], [0.23, 0.20, 0.05], [0.35, -0.02, -0.58], [0.24, 0.05, -0.24], [2.11, 1.24, -1.20], [0.07, 0.03, -0.08], [-0.06, -0.07, 0.21], [0.09, 0.02, -0.27], [0.04, -0.05, -0.04], [0.02, -0.07, 0.21], [0.01, 0.04, -0.06], [-0.15, 0.08, 0.06], [0.15, 0.13, 0.14]],
  "nbo_charge": [-0.619, -0.401, 0.007, -0.556, 0.499, -0.569, 0.105, -0.414, 0.090, -0.606, -0.623, 0.368, -0.105, 0.101, -0.622, -0.641, -0.428, 0.239, 0.206, 0.210, 0.205, 0.217, 0.251, 0.246, 0.248, 0.211, 0.232, 0.335, 0.067, 0.277, 0.218, 0.242, 0.271, 0.215, 0.238, 0.211, 0.285, 0.244, 0.235, 0.262, -0.651, -0.073, -0.547, -0.059, -0.647, 0.176, 0.254, 0.149, 0.212, 0.181, 0.119, 0.212, 0.206, 0.239, 0.211, -0.764, 2.161, -0.793, -0.794, -0.768, 0.950, 0.010, -0.297, -0.022, 0.059, 0.063, 0.212, 0.988, 0.060]
}

Entry 2:
{
  "formula": "C18H34Br2NO9PS2",
  "method": "ωB97M-V/def2-TZVPD",
  "relative_energy_kcal_mol": 0.0,
  "homo_energy_ev": -9.8,
  "largest_force_ha_per_bohr": 0.04051,
  "e_tot_ev": -210180.9724,
  "orbital_gap_ev": 10.12,
  "elements": ["C", "C", "C", "Br", "C", "C", "P", "O", "O", "O", "O", "C", "O", "C", "Br", "C", "C", "C", "N", "H", "H", "H", "H", "H", "H", "H", "H", "H", "H", "H", "H", "H", "H", "H", "H", "H", "H", "O", "S", "O", "C", "C", "C", "C", "H", "H", "H", "H", "H", "H", "H", "H", "O", "S", "O", "C", "C", "C", "C", "H", "H", "H", "H", "H", "H", "H", "H"],
  "coordinates": [[0.222, 4.119, 0.244], [-0.721, 2.987, 0.613], [-1.169, 2.010, -0.506], [-3.142, 2.022, -0.513], [-0.724, 2.323, -1.931], [-1.548, 1.654, -3.039], [-2.009, -0.153, -3.026], [-3.388, -0.273, -3.501], [-1.829, -0.836, -1.591], [-0.999, -0.920, -4.014], [-0.688, 1.756, -4.207], [0.594, 1.528, -3.787], [1.416, 1.029, -4.515], [0.742, 2.063, -2.352], [1.746, 3.728, -2.771], [1.614, 1.273, -1.358], [2.656, 0.312, -1.919], [2.190, -1.120, -2.234], [1.065, -1.618, -1.418], [-0.121, 4.729, -0.583], [0.284, 4.781, 1.105], [1.231, 3.765, 0.075], [-1.598, 3.386, 1.099], [-0.215, 2.385, 1.369], [-0.857, 1.017, -0.221], [-0.866, 3.383, -2.125], [-2.452, 2.176, -3.306], [-0.911, -0.831, -1.262], [-0.492, -1.573, -3.528], [2.167, 2.016, -0.796], [1.002, 0.765, -0.623], [3.444, 0.237, -1.174], [3.111, 0.752, -2.798], [3.051, -1.757, -2.035], [1.992, -1.241, -3.294], [0.416, -2.068, -2.040], [1.386, -2.346, -0.794], [-3.580, 4.229, 2.031], [-3.858, 4.301, 3.444], [-3.688, 5.528, 4.176], [-5.498, 3.646, 3.730], [-5.275, 2.151, 3.934], [-4.036, 2.029, 4.833], [-2.967, 2.972, 4.267], [-6.131, 3.884, 2.879], [-5.886, 4.120, 4.631], [-6.147, 1.676, 4.380], [-5.084, 1.669, 2.972], [-4.292, 2.330, 5.850], [-3.669, 1.005, 4.877], [-2.338, 3.404, 5.041], [-2.348, 2.480, 3.519], [2.015, -4.307, -0.460], [3.239, -4.472, 0.293], [3.746, -3.398, 1.105], [3.115, -5.968, 1.264], [3.648, -7.059, 0.340], [4.892, -6.467, -0.337], [4.522, -5.058, -0.820], [2.082, -6.114, 1.568], [3.750, -5.840, 2.140], [3.881, -7.967, 0.893], [2.898, -7.307, -0.414], [5.707, -6.406, 0.386], [5.233, -7.085, -1.165], [5.360, -4.367, -0.776], [4.105, -5.070, -1.826]],
  "atomic_forces_ev_per_a": [[-0.14, 0.10, 0.55], [0.35, -0.35, -0.13], [0.01, 0.70, 0.17], [0.11, -0.23, 0.01], [-0.03, 0.73, -0.11], [1.12, -0.74, -0.82], [-2.05, -0.31, -0.23], [0.16, 0.17, 0.11], [0.56, 0.26, -0.25], [0.29, 0.45, 0.59], [0.54, -0.07, 0.46], [0.24, -0.59, -1.28], [-0.71, 0.68, 0.98], [0.33, -0.54, 0.04], [-0.16, 0.06, -0.06], [0.20, 0.14, -0.20], [-0.17, -0.07, 0.17], [0.43, -0.13, 0.27], [-0.15, 0.68, -0.34], [0.00, 0.02, -0.23], [-0.01, 0.13, 0.10], [0.14, 0.01, -0.31], [-0.23, 0.18, 0.00], [0.03, -0.11, 0.12], [-0.37, -0.30, -0.04], [-0.30, 0.16, 0.21], [-0.29, 0.05, 0.24], [0.19, -0.17, 0.14], [0.18, -0.25, -0.23], [-0.01, 0.15, 0.18], [-0.18, -0.25, -0.06], [0.06, 0.04, 0.20], [0.12, -0.04, -0.21], [0.14, -0.14, -0.11], [-0.30, 0.18, -0.17], [-0.06, -0.55, 0.09], [-0.09, -0.06, 0.11], [0.05, 0.20, 0.04], [-0.11, -0.08, 0.14], [0.07, 0.08, -0.13], [-0.17, -0.23, 0.04], [0.11, 0.00, -0.02], [-0.05, 0.04, -0.03], [0.02, -0.28, 0.19], [0.08, 0.10, -0.04], [0.03, 0.04, 0.00], [-0.01, 0.00, 0.00], [-0.02, 0.02, -0.02], [-0.01, 0.02, 0.00], [0.01, -0.01, 0.00], [0.03, 0.10, -0.06], [-0.03, 0.07, -0.08], [0.03, 0.10, 0.06], [0.22, -0.21, 0.12], [-0.16, 0.17, -0.07], [-0.01, -0.29, 0.00], [0.03, 0.07, -0.09], [-0.04, 0.00, 0.06], [0.21, -0.23, -0.11], [-0.03, 0.13, -0.01], [0.01, 0.06, 0.00], [0.00, -0.01, 0.01], [-0.03, -0.01, 0.02], [-0.01, 0.01, 0.02], [0.01, 0.01, -0.01], [-0.07, 0.11, 0.01], [-0.09, 0.05, 0.03]],
  "nbo_charge": [-0.612, -0.453, -0.182, 0.015, -0.337, -0.254, 2.308, -1.077, -1.003, -0.960, -0.501, 0.772, -0.546, -0.099, 0.037, -0.459, -0.407, -0.233, -0.873, 0.212, 0.223, 0.202, 0.257, 0.200, 0.207, 0.250, 0.266, 0.514, 0.490, 0.234, 0.225, 0.206, 0.239, 0.184, 0.202, 0.336, 0.407, -0.949, 2.173, -0.938, -0.673, -0.408, -0.401, -0.678, 0.258, 0.239, 0.226, 0.222, 0.209, 0.226, 0.252, 0.245, -0.967, 2.169, -0.935, -0.672, -0.407, -0.402, -0.677, 0.259, 0.244, 0.230, 0.218, 0.212, 0.230, 0.256, 0.250]
}

Entry 3:
{
  "formula": "C18H34GeNO4V",
  "method": "ωB97M-V/def2-TZVPD",
  "homo_energy_ev": [-15.8, -16.2],
  "s2": 2.009,
  "largest_force_ha_per_bohr": 0.03007,
  "total_charge": 2,
  "e_tot_ev": -111090.1842,
  "spin_multiplicity": 3,
  "orbital_gap_ev": [8.73, 9.44],
  "elements": ["V", "C", "C", "C", "C", "O", "Ge", "O", "C", "C", "C", "C", "O", "C", "C", "C", "C", "H", "H", "H", "H", "H", "H", "H", "H", "H", "H", "H", "H", "H", "H", "H", "H", "H", "H", "H", "H", "H", "H", "H", "H", "H", "H", "H", "O", "C", "C", "C", "C", "C", "C", "N", "H", "H", "H", "H", "H", "H", "H"],
  "coordinates": [[-0.237, 0.488, -0.002], [2.325, 3.049, -1.318], [2.490, 1.893, -0.338], [2.302, 2.365, 1.101], [3.843, 1.213, -0.514], [1.450, 0.909, -0.613], [1.613, -0.964, -1.363], [-0.581, -0.480, -1.491], [-1.304, -0.465, -2.749], [-0.303, -0.507, -3.903], [-2.148, 0.803, -2.866], [-2.197, -1.700, -2.773], [1.006, -1.336, 0.359], [0.724, -2.690, 0.836], [1.078, -3.685, -0.268], [-0.764, -2.807, 1.165], [1.597, -2.942, 2.059], [3.084, 3.808, -1.130], [1.342, 3.509, -1.201], [2.437, 2.697, -2.344], [3.059, 3.107, 1.351], [2.401, 1.525, 1.792], [1.318, 2.830, 1.223], [4.650, 1.903, -0.274], [3.975, 0.889, -1.550], [3.924, 0.345, 0.148], [0.390, 0.337, -3.844], [-0.825, -0.449, -4.856], [0.261, -1.442, -3.894], [-1.501, 1.685, -2.877], [-2.882, 0.855, -2.058], [-2.696, 0.781, -3.806], [-1.594, -2.608, -2.721], [-2.774, -1.728, -3.697], [-2.892, -1.691, -1.932], [0.414, -3.558, -1.129], [0.978, -4.709, 0.087], [2.118, -3.552, -0.584], [-1.358, -2.385, 0.350], [-1.016, -2.305, 2.099], [-1.035, -3.856, 1.274], [2.650, -2.943, 1.776], [1.356, -3.908, 2.502], [1.449, -2.175, 2.820], [-1.457, 2.249, -0.175], [-2.582, 2.217, 0.722], [-2.139, 1.452, 1.938], [-2.779, 1.564, 3.157], [-2.214, 0.962, 4.271], [-1.009, 0.279, 4.136], [-0.459, 0.157, 2.881], [-1.022, 0.710, 1.787], [-1.707, 2.700, -0.990], [-3.449, 1.749, 0.248], [-2.857, 3.231, 1.016], [-3.694, 2.137, 3.228], [-2.694, 1.046, 5.237], [-0.513, -0.157, 4.991], [0.451, -0.400, 2.710]],
  "atomic_forces_ev_per_a": [[0.07, 0.06, -0.33], [-0.11, -0.28, 0.04], [0.62, 0.72, 0.09], [-0.12, -0.24, -0.19], [-0.34, -0.18, -0.07], [0.49, -0.15, -0.29], [-0.05, 0.04, 0.14], [0.10, -0.59, -0.61], [-0.50, 0.08, -0.73], [0.08, -0.01, 0.35], [0.18, -0.23, 0.17], [0.15, 0.07, 0.17], [-0.20, 0.76, -0.02], [-0.16, -0.57, 0.03], [0.03, 0.28, 0.00], [0.16, 0.16, -0.08], [0.00, 0.15, -0.18], [-0.01, 0.01, 0.00], [0.02, 0.04, -0.02], [-0.01, 0.04, -0.01], [-0.02, 0.02, 0.03], [0.01, 0.03, 0.03], [0.02, 0.03, 0.04], [0.00, 0.02, 0.01], [0.06, 0.02, 0.01], [0.06, 0.04, 0.02], [0.00, -0.02, -0.06], [-0.03, 0.00, 0.00], [0.02, 0.01, -0.04], [-0.05, 0.06, -0.02], [0.00, 0.06, 0.00], [-0.01, 0.05, 0.00], [-0.02, -0.01, 0.01], [0.00, -0.01, -0.01], [-0.02, -0.01, -0.02], [0.02, -0.06, -0.02], [-0.03, -0.01, 0.00], [0.00, -0.09, -0.01], [-0.04, -0.08, 0.01], [-0.02, 0.03, 0.00], [-0.02, 0.00, 0.02], [0.01, -0.01, 0.05], [0.00, -0.01, -0.02], [0.00, -0.05, 0.03], [0.12, -0.30, 0.02], [-0.23, -0.04, 0.27], [0.09, 0.15, 0.02], [-0.02, 0.01, -0.11], [0.05, -0.02, -0.09], [-0.07, 0.04, -0.01], [-0.02, -0.15, 0.12], [-0.52, 0.12, 1.45], [0.09, -0.04, -0.13], [0.07, -0.03, -0.07], [0.05, 0.03, -0.07], [0.03, 0.03, 0.05], [0.01, 0.01, 0.00], [0.00, -0.04, -0.02], [0.00, 0.03, 0.00]],
  "nbo_charge": [1.738, -0.624, 0.273, -0.623, -0.640, -0.957, 1.495, -0.892, 0.260, -0.636, -0.625, -0.621, -1.014, 0.278, -0.651, -0.629, -0.621, 0.247, 0.207, 0.226, 0.257, 0.218, 0.208, 0.259, 0.226, 0.220, 0.217, 0.256, 0.224, 0.198, 0.203, 0.259, 0.222, 0.244, 0.217, 0.216, 0.261, 0.221, 0.214, 0.210, 0.251, 0.228, 0.243, 0.199, -0.735, -0.111, 0.216, -0.218, -0.068, -0.219, 0.089, -0.629, 0.534, 0.225, 0.240, 0.258, 0.261, 0.263, 0.234]
}